Formula: C4H8NO2
Source: OMol25
Level of theory: the ωB97M-V functional and the def2-TZVPD basis

Structure (XYZ):
```
15
C4H8NO2, DFT the ωB97M-V functional and the def2-TZVPD basis
C 1.6622 0.4379 0.2929
C 3.0831 -0.1361 0.1416
C 0.6192 -0.2531 0.2552
C -1.5904 0.9390 0.2370
N -2.4400 -0.0458 -0.5147
O 3.9527 0.5279 -0.2326
O 0.0578 -1.3919 0.2223
H 1.6637 1.5456 0.1061
H 3.3459 -1.2356 0.5678
H -1.1073 1.7037 -0.3349
H -1.9968 1.1580 1.2080
H -3.5059 -0.0723 -0.4946
H -2.1199 -1.0403 -0.2957
H -2.1292 0.0818 -1.4641
H 0.5049 -2.2188 0.3056
```

Charge ... +1
Calculated total energy ... -361.9939 hartree
Frontier orbital gap (alpha / beta) ... 8.30 / 8.02 eV
LUMO level (alpha / beta) ... -0.17082 / -0.17436 Ha
E_HOMO (alpha / beta) ... -12.9 / -12.8 eV
Relative energy (zero: lowest compared OMol25 entry of this formula, charge and spin) ... 137.8 kcal per mole